(1)
A structure of composition C32H39Cl2N3O6P2SV, computed with the ωB97M-V functional and the def2-TZVPD basis.

As for the total charge: +3. The HOMO energy is -0.6420 Eh. The value obtained for the LUMO energy is -10.870 eV. The value obtained for the total energy is -4802.9379 Ha. As for the HOMO-LUMO gap: 6.60 eV.

```
86
Properties=species:S:1:pos:R:3:forces:R:3
V 0.131 -0.138 -0.108 -0.75 0.34 -0.25
O -0.409 -1.278 3.290 -0.02 -0.04 -0.06
S 0.237 -0.096 2.532 0.36 -0.33 -0.08
O 0.939 -0.919 1.224 0.18 0.00 0.49
O -0.838 0.522 1.707 -0.11 0.17 -0.28
C -1.723 -1.803 3.107 0.07 0.05 0.05
C -2.270 -2.255 4.290 -0.06 0.00 -0.10
C -3.536 -2.822 4.278 0.06 0.02 0.00
C -4.236 -2.931 3.085 -0.02 -0.01 -0.01
C -3.667 -2.477 1.910 -0.02 -0.01 -0.06
C -2.392 -1.888 1.887 0.00 -0.04 0.06
P -1.915 -1.488 0.201 0.05 0.00 -0.16
C -1.665 -3.040 -0.632 -0.12 0.07 -0.02
C -2.426 -3.432 -1.739 -0.01 0.05 0.00
C -2.281 -4.717 -2.237 -0.01 0.00 0.00
C -1.388 -5.600 -1.643 0.00 0.00 -0.02
C -0.633 -5.210 -0.541 0.03 0.02 0.00
C -0.769 -3.933 -0.031 0.05 -0.04 0.06
C -3.033 -0.341 -0.552 0.04 -0.02 0.03
C -3.927 0.391 0.238 -0.03 0.03 0.03
C -4.740 1.339 -0.358 0.01 -0.02 0.00
C -4.647 1.576 -1.725 0.00 0.00 0.00
C -3.739 0.869 -2.508 0.00 0.00 0.00
C -2.926 -0.087 -1.930 0.02 -0.03 -0.02
H -1.702 -2.163 5.206 0.01 0.00 0.00
H -3.970 -3.179 5.202 0.00 0.00 0.01
H -5.222 -3.372 3.064 0.00 0.00 0.01
H -4.226 -2.581 0.985 0.00 0.00 0.01
H -3.156 -2.767 -2.180 0.00 0.04 -0.01
H -2.885 -5.037 -3.075 0.00 0.00 0.00
H -1.293 -6.607 -2.029 0.00 0.00 0.00
H 0.043 -5.911 -0.069 0.01 0.00 0.00
H -0.202 -3.644 0.849 0.00 0.00 -0.02
H -3.995 0.214 1.304 0.00 0.01 -0.01
H -5.449 1.892 0.242 0.00 0.00 0.00
H -5.288 2.316 -2.185 0.00 0.00 0.00
H -3.678 1.060 -3.571 0.00 0.00 0.00
H -2.224 -0.640 -2.543 0.01 -0.02 0.01
O 0.640 -0.796 -1.598 0.36 -0.05 0.20
P 1.802 -0.641 -2.806 0.04 0.02 0.06
N 1.646 -2.046 -3.566 0.09 0.37 0.03
C 1.166 -3.339 -3.032 0.01 -0.07 0.09
C 1.161 -4.227 -4.269 -0.01 -0.02 0.00
C 2.372 -3.743 -5.064 -0.01 0.00 -0.05
C 2.358 -2.227 -4.872 -0.01 0.06 -0.04
N 1.362 0.699 -3.577 0.18 -0.26 0.02
C -0.042 0.882 -4.040 -0.06 -0.04 0.02
C 0.069 1.940 -5.139 -0.01 0.02 -0.01
C 1.478 1.741 -5.693 0.01 0.01 -0.01
C 2.296 1.497 -4.436 0.06 0.03 0.08
N 3.239 -0.421 -2.126 -0.36 -0.10 -0.13
C 3.690 0.841 -1.479 -0.11 0.07 0.02
C 5.053 0.491 -0.867 0.05 0.02 0.00
C 5.470 -0.811 -1.554 0.00 -0.02 0.00
C 4.150 -1.536 -1.759 0.02 -0.06 -0.04
H 0.180 -3.216 -2.590 -0.01 -0.01 0.02
H 1.855 -3.721 -2.273 -0.01 -0.01 0.00
H 0.242 -4.069 -4.837 0.01 0.01 0.00
H 1.222 -5.282 -4.009 0.00 -0.01 -0.01
H 2.318 -4.007 -6.117 0.02 -0.01 0.00
H 3.293 -4.168 -4.664 -0.01 0.00 0.04
H 1.802 -1.717 -5.660 -0.01 -0.02 0.01
H 3.365 -1.806 -4.827 -0.01 0.00 -0.03
H -0.667 1.208 -3.209 0.00 0.00 -0.02
H -0.426 -0.064 -4.437 -0.01 0.02 0.01
H -0.027 2.936 -4.705 0.01 0.00 0.00
H -0.709 1.825 -5.891 0.00 -0.01 0.00
H 1.842 2.600 -6.251 0.00 0.01 0.00
H 1.520 0.870 -6.350 -0.01 -0.01 0.01
H 2.524 2.436 -3.928 -0.01 -0.01 -0.02
H 3.224 0.953 -4.606 -0.01 0.02 -0.01
H 2.970 1.151 -0.714 0.04 0.04 -0.03
H 3.756 1.632 -2.224 0.02 -0.02 0.01
H 4.958 0.350 0.209 -0.01 -0.05 0.00
H 5.772 1.291 -1.028 0.00 0.00 0.02
H 6.170 -1.398 -0.965 0.00 0.01 0.01
H 5.931 -0.608 -2.522 -0.01 0.00 0.00
H 3.807 -2.006 -0.831 0.03 -0.01 -0.01
H 4.174 -2.287 -2.548 0.01 0.02 0.00
Cl -1.938 3.629 0.432 -0.02 0.03 0.01
C -0.195 3.839 0.260 0.15 0.00 -0.13
Cl 0.265 4.613 -1.258 -0.04 -0.03 0.02
C 0.450 2.475 0.309 0.16 -0.02 0.16
O 1.279 2.122 1.111 -0.01 0.16 -0.10
O 0.001 1.590 -0.609 -0.27 -0.35 0.18
H 0.176 4.434 1.089 -0.01 0.01 -0.03
```
Positions in Å, forces in eV/Å.


(2)
A structure of composition C4H5ClOS2, computed with the ωB97M-V functional and the def2-TZVPD basis.

Its energy relative to the best compared isomer or geometry (same formula, charge and spin) is 389.01 kJ/mol. The HOMO energy is -0.3201 Eh. The value obtained for the LUMO energy is -0.820 eV. The value obtained for the total energy is -1487.0537 Ha. As for the HOMO-LUMO gap: 7.89 eV.

```
13
Properties=species:S:1:pos:R:3:forces:R:3
C -0.527 0.338 1.891 -0.12 0.91 1.94
C 0.000 0.271 -0.412 2.84 0.64 -4.40
C 0.388 1.422 -0.999 -2.89 0.01 1.65
C 0.473 -0.885 -1.270 -0.06 -1.59 3.20
H -1.270 -0.354 2.606 2.48 1.71 -1.99
H -0.991 1.606 2.138 1.98 -4.01 -1.04
H 0.809 0.134 2.067 -4.50 0.89 -0.25
H 0.935 1.287 -1.902 0.58 0.77 -0.38
H 0.218 -3.241 -1.287 -0.80 1.43 1.21
O -0.823 -0.095 0.521 -1.27 1.37 3.11
S -0.351 -2.225 -0.429 0.88 -2.48 -2.24
S 1.727 -1.100 -2.260 -0.14 0.45 -0.69
Cl -0.589 2.841 -0.662 1.01 -0.11 -0.11
```
Positions in Å, forces in eV/Å.


(3)
A cluster of 4 separate species, C24H37ClN4O7S in total, computed with the ωB97M-V functional and the def2-TZVPD basis.

The HOMO energy is -0.3010 Eh. The value obtained for the LUMO energy is -0.613 eV. The value obtained for the total energy is -2540.5755 Ha. As for the HOMO-LUMO gap: 7.58 eV. As for the structure (SMILES): C[C@@H](O)CNCCO[C@H]1OC(=O)O[C@H]1CCCCS(=O)(=O)Cl.c1cc[nH]c1.c1cc[nH]c1.c1cc[nH]c1.

```
74
Properties=species:S:1:pos:R:3:forces:R:3
C -0.761 0.430 -1.817 -0.30 0.83 0.14
C 0.357 1.109 -0.886 0.29 -0.39 -1.28
O 0.421 0.390 0.377 -0.74 -0.02 -0.40
C 1.777 1.017 -1.685 -1.27 -0.28 1.55
N 1.480 1.351 -3.114 2.15 -0.10 0.55
C 2.148 2.614 -3.561 0.54 0.49 -0.50
C 1.132 3.842 -3.774 0.17 -1.01 -1.94
O 0.115 3.955 -2.732 -0.04 2.29 0.13
C 0.297 5.139 -1.946 3.72 -1.73 1.47
O 0.302 6.443 -2.592 0.20 0.65 1.78
C 0.539 7.314 -1.448 0.44 0.24 0.39
O 1.342 8.257 -1.354 -4.00 -4.11 -0.58
O -0.355 6.772 -0.445 2.52 1.42 -1.07
C -0.429 5.290 -0.528 -1.25 2.20 -0.70
C -2.006 5.045 -0.390 0.01 -1.26 1.07
C -2.524 3.620 -0.931 -1.21 0.30 0.26
C -3.674 3.886 -2.047 -0.17 -0.67 0.26
C -4.623 2.558 -2.004 0.63 0.18 0.63
S -5.298 2.221 -3.728 2.46 2.35 -4.26
O -4.162 1.689 -4.589 -3.26 0.98 3.11
O -5.928 3.465 -4.302 1.18 -3.36 2.34
Cl -6.765 0.748 -3.655 0.66 0.60 0.40
H -0.342 -0.537 -2.286 -0.85 1.48 0.87
H -1.098 1.147 -2.655 0.73 -1.23 1.24
H -1.715 0.233 -1.189 1.50 0.01 -0.87
H 0.195 2.220 -0.670 -0.16 -1.48 -0.36
H -0.502 0.118 0.610 1.14 0.47 -0.38
H 2.513 1.724 -1.171 -0.85 -0.84 -0.89
H 2.183 -0.048 -1.552 -0.66 1.41 -0.33
H 1.875 0.552 -3.650 -0.50 1.12 0.29
H 2.997 2.965 -2.864 -1.25 -0.69 -0.77
H 2.665 2.370 -4.568 -0.95 0.82 1.45
H 1.722 4.802 -3.957 -0.89 -1.19 0.56
H 0.559 3.621 -4.757 0.77 0.43 1.69
H 1.413 5.047 -1.626 -1.46 0.14 -0.28
H 0.232 5.010 0.379 -1.29 -0.49 -1.79
H -2.657 5.869 -0.849 1.54 -1.01 0.44
H -2.242 5.068 0.745 0.49 0.14 -1.84
H -1.706 2.910 -1.288 -1.15 1.23 0.21
H -3.067 3.068 -0.067 0.97 0.92 -1.25
H -3.248 4.080 -3.089 -0.51 -0.47 1.44
H -4.297 4.802 -1.764 0.84 -1.37 -0.35
H -3.938 1.703 -1.674 -1.20 0.80 -1.00
H -5.461 2.632 -1.229 0.97 0.05 -1.40
N 1.301 -1.550 2.527 0.10 -0.08 -0.02
C 0.199 -1.679 3.331 0.00 -0.05 -0.05
C 0.549 -2.455 4.409 -0.26 0.11 -0.06
C 1.912 -2.804 4.253 0.27 -0.08 -0.10
C 2.351 -2.230 3.084 -0.01 -0.08 -0.03
H 1.333 -1.034 1.658 -0.05 0.28 0.19
H -0.736 -1.208 3.066 0.07 -0.06 0.07
H -0.105 -2.740 5.220 0.07 0.04 -0.08
H 2.508 -3.409 4.922 -0.06 0.08 -0.03
H 3.317 -2.247 2.602 -0.07 0.01 0.09
N 0.813 -3.582 -0.069 -0.01 -0.05 -0.18
C 1.442 -4.712 -0.518 0.02 -0.01 0.03
C 0.520 -5.467 -1.201 0.26 -0.04 0.03
C -0.709 -4.764 -1.167 -0.18 0.20 0.04
C -0.497 -3.603 -0.464 0.00 0.03 0.02
H 1.247 -2.849 0.469 -0.12 -0.21 0.00
H 2.489 -4.881 -0.313 -0.11 -0.02 -0.02
H 0.710 -6.420 -1.673 -0.01 0.10 0.05
H -1.646 -5.073 -1.608 0.09 0.04 0.05
H -1.165 -2.793 -0.210 0.04 -0.10 -0.03
N 2.508 -6.516 4.820 0.03 -0.01 0.09
C 1.407 -6.643 5.623 -0.08 0.01 -0.02
C 1.756 -7.420 6.701 -0.21 0.14 -0.07
C 3.120 -7.770 6.546 0.25 0.00 -0.11
C 3.558 -7.196 5.378 0.04 -0.03 -0.03
H 2.541 -6.002 3.954 -0.05 -0.06 0.17
H 0.472 -6.172 5.359 0.09 -0.06 0.03
H 1.102 -7.703 7.513 0.06 0.04 -0.09
H 3.715 -8.374 7.214 -0.05 0.07 -0.08
H 4.524 -7.213 4.896 -0.09 -0.03 0.07
```
Positions in Å, forces in eV/Å.


(4)
A cluster of 2 separate species, C5H16N2O in total, computed with the ωB97M-V functional and the def2-TZVPD basis.

Its energy relative to the best compared isomer or geometry (same formula, charge and spin) is 161.63 kJ/mol. The HOMO energy is -0.3174 Eh. The value obtained for the LUMO energy is 1.012 eV. The value obtained for the total energy is -384.7965 Ha. As for the HOMO-LUMO gap: 9.65 eV. As for the structure (SMILES): CCN[C@@H](C)CN.O.

```
24
Properties=species:S:1:pos:R:3:forces:R:3
C 1.095 2.644 0.529 0.31 0.85 0.86
C -0.123 1.744 0.373 1.13 0.74 -0.97
N 0.347 0.541 -0.381 -1.85 0.03 0.97
C -1.855 -0.247 -1.345 -0.54 1.54 0.33
C -0.756 -0.465 -0.320 0.66 0.31 1.21
C -0.165 -1.851 -0.503 0.12 -1.12 -0.10
N -0.229 -2.747 0.632 2.64 -0.53 0.37
H 1.448 2.965 -0.437 0.12 0.06 -0.59
H 1.958 2.148 1.008 -0.65 -0.05 -0.07
H 0.906 3.590 1.084 -0.14 -0.64 -0.19
H -0.644 1.593 1.321 0.44 -0.80 0.03
H -0.866 2.224 -0.255 -0.33 0.53 -0.03
H 0.348 0.852 -1.354 0.48 -0.09 0.18
H -2.762 -0.226 -0.774 -0.90 0.29 -0.11
H -1.812 0.654 -2.003 0.21 -0.31 0.88
H -1.948 -1.051 -2.015 0.03 -1.20 -0.85
H -1.142 -0.381 0.783 0.41 -0.35 -2.10
H -0.650 -2.401 -1.276 -1.05 -0.04 -0.89
H 0.833 -1.781 -0.992 -0.12 0.01 1.17
H 0.656 -2.941 1.117 -1.00 0.38 -0.21
H -1.041 -2.881 1.194 -0.41 0.36 -0.05
H 2.869 -0.950 0.979 -0.39 -0.04 -0.55
H 1.332 -0.481 1.105 0.78 -0.04 -0.69
O 2.200 -0.548 1.529 0.05 0.09 1.40
```
Positions in Å, forces in eV/Å.


(5)
A structure of composition C46H48AsCdGeN4O2, computed with the ωB97M-V functional and the def2-TZVPD basis.

The expectation value of S² is 0.759. Its energy relative to the best compared isomer or geometry (same formula, charge and spin) is 54.27 kJ/mol. As for the spin multiplicity: 2. The HOMO energy (alpha / beta) is -0.2409 / -0.2402 Eh. The value obtained for the LUMO energy (alpha / beta) is -0.437 / -1.234 eV. The value obtained for the total energy is -6631.5164 Ha. As for the HOMO-LUMO gap (alpha / beta): 6.12 / 5.30 eV.

```
103
Properties=species:S:1:pos:R:3:forces:R:3
Cd -0.415 0.377 0.029 -0.43 -0.40 -0.11
C 1.058 -2.559 4.929 0.01 -0.01 -0.05
C 1.063 -2.869 3.576 0.01 -0.02 0.03
C 0.367 -2.085 2.669 -0.03 -0.03 0.03
C -0.361 -0.977 3.094 0.01 0.14 -0.10
C -0.337 -0.653 4.455 0.05 -0.01 0.11
C 0.358 -1.440 5.359 -0.01 0.04 0.00
N -1.019 -0.153 2.165 0.20 -0.04 -0.18
C -2.260 0.262 2.422 -0.20 0.01 0.23
C -3.140 -0.381 3.360 0.15 -0.01 -0.13
C -4.415 0.053 3.553 -0.14 0.11 -0.03
C -4.937 1.184 2.873 0.01 -0.10 0.10
C -4.131 1.841 1.992 0.10 -0.01 -0.08
C -2.816 1.393 1.744 0.05 0.16 -0.09
N -1.965 2.008 0.866 -0.25 0.60 -0.19
N -2.294 3.104 0.324 0.07 -0.45 0.33
C -1.242 3.688 -0.428 -0.18 -0.02 0.09
C -1.573 4.810 -1.186 -0.03 -0.02 0.03
C -0.572 5.442 -1.894 0.07 0.00 -0.02
C 0.724 4.948 -1.808 -0.07 -0.01 0.02
C 0.948 3.831 -1.019 0.04 0.01 -0.02
N -0.012 3.199 -0.349 0.13 0.02 -0.01
H 1.608 -3.168 5.634 0.00 -0.01 0.01
H 1.627 -3.719 3.215 0.01 -0.02 -0.01
H 0.393 -2.315 1.616 -0.04 -0.06 -0.16
H -0.865 0.227 4.798 -0.01 0.02 -0.01
H 0.362 -1.166 6.406 0.00 0.00 0.03
H -2.782 -1.257 3.882 -0.02 0.00 0.01
H -5.053 -0.487 4.242 0.00 -0.01 0.01
H -5.947 1.518 3.064 -0.02 0.01 0.00
H -4.473 2.716 1.456 0.00 0.03 -0.01
H -2.597 5.157 -1.190 -0.01 0.00 0.00
H -0.794 6.315 -2.495 0.01 0.00 -0.01
H 1.546 5.420 -2.326 0.02 0.01 -0.01
H 1.948 3.429 -0.904 0.01 0.01 -0.01
C -0.892 -4.874 -0.010 -0.04 -0.01 0.00
C -1.425 -3.477 -0.255 0.01 0.08 0.09
O -0.382 -2.563 -0.567 0.25 -0.03 -0.08
H -1.702 -5.552 0.263 -0.02 -0.02 0.01
H -0.162 -4.865 0.799 0.02 0.01 0.02
H -0.410 -5.275 -0.905 0.01 0.00 -0.02
H -1.896 -3.068 0.639 -0.02 -0.02 -0.02
H -2.178 -3.470 -1.053 0.01 -0.04 0.01
H 0.085 -2.874 -1.351 -0.14 0.02 0.04
C -3.681 -1.405 -2.970 0.09 -0.03 -0.04
As -4.006 -0.674 -1.221 0.19 0.15 0.18
C -5.365 -1.764 -0.417 -0.02 -0.06 0.06
C -4.795 1.068 -1.424 -0.01 0.04 -0.02
O -2.668 -0.648 -0.261 -0.14 -0.14 -0.10
H -4.246 -0.862 -3.724 -0.02 0.00 -0.02
H -3.970 -2.455 -2.977 0.02 0.00 -0.01
H -2.614 -1.309 -3.175 0.00 0.01 -0.02
H -6.260 -1.799 -1.037 -0.02 0.00 -0.01
H -5.599 -1.341 0.560 0.01 -0.01 -0.01
H -4.961 -2.767 -0.287 -0.03 0.01 0.01
H -5.406 1.109 -2.325 -0.02 0.01 0.00
H -3.993 1.802 -1.476 -0.01 0.01 -0.01
H -5.405 1.272 -0.546 0.01 0.00 0.00
C 3.493 3.821 2.498 0.00 0.01 0.03
C 2.406 3.039 2.866 0.01 0.01 -0.03
C 2.065 1.927 2.110 0.02 0.01 -0.03
C 2.805 1.583 0.978 -0.06 0.04 0.12
C 3.897 2.373 0.622 0.01 -0.01 0.03
C 4.242 3.484 1.381 0.00 0.00 -0.04
Ge 2.325 -0.002 -0.060 0.26 -0.01 0.09
C 3.100 -1.553 0.843 -0.01 -0.07 0.00
C 2.991 -2.840 0.313 0.04 0.02 -0.04
C 3.608 -3.920 0.926 -0.02 0.01 0.02
C 4.340 -3.728 2.091 0.00 -0.01 0.00
C 4.447 -2.459 2.636 -0.02 0.02 0.00
C 3.826 -1.380 2.020 0.01 -0.03 -0.02
C 3.165 0.136 -1.816 -0.04 0.04 -0.14
C 4.207 -0.709 -2.196 0.03 0.07 0.03
C 4.820 -0.569 -3.436 -0.01 -0.01 0.02
C 4.399 0.417 -4.314 -0.01 0.00 -0.02
C 3.360 1.264 -3.951 0.01 -0.02 0.03
C 2.746 1.117 -2.718 -0.02 0.07 0.02
H 3.758 4.691 3.085 0.00 0.02 0.01
H 1.818 3.300 3.736 -0.01 0.00 0.03
H 1.207 1.331 2.407 -0.01 -0.01 0.00
H 4.487 2.117 -0.251 0.02 0.00 -0.04
H 5.095 4.088 1.097 0.01 0.01 -0.01
H 2.430 -3.005 -0.599 -0.04 0.01 -0.02
H 3.518 -4.910 0.497 0.00 -0.02 -0.01
H 4.822 -4.569 2.573 0.02 -0.03 0.01
H 5.008 -2.306 3.547 0.02 0.01 0.03
H 3.912 -0.396 2.461 0.01 0.06 0.02
H 4.566 -1.470 -1.515 -0.02 -0.05 0.03
H 5.631 -1.231 -3.711 0.02 -0.02 -0.01
H 4.877 0.525 -5.279 0.01 0.00 -0.02
H 3.016 2.028 -4.636 -0.01 0.03 -0.02
H 1.908 1.760 -2.469 0.05 -0.05 0.00
C -0.965 0.354 -4.984 0.01 0.02 0.02
C -1.573 1.309 -4.181 -0.02 0.02 -0.01
C -1.335 1.324 -2.810 -0.05 -0.07 -0.02
C -0.497 0.388 -2.207 0.23 0.08 0.23
C 0.117 -0.550 -3.031 -0.07 -0.06 -0.07
C -0.113 -0.575 -4.403 -0.01 -0.03 0.03
H -1.142 0.343 -6.052 0.00 0.00 -0.03
H -2.231 2.050 -4.621 0.00 0.01 -0.01
H -1.831 2.083 -2.214 0.02 0.00 -0.02
H 0.821 -1.266 -2.619 -0.01 0.03 0.00
H 0.386 -1.313 -5.019 0.01 -0.02 -0.02
```
Positions in Å, forces in eV/Å.


(6)
An isolated molecule of C5H12N2, computed with the ωB97M-V functional and the def2-TZVPD basis.

Its energy relative to the best compared isomer or geometry (same formula, charge and spin) is 73.35 kJ/mol. The HOMO energy is -0.2883 Eh. The value obtained for the LUMO energy is 1.126 eV. The value obtained for the total energy is -307.2014 Ha. As for the HOMO-LUMO gap: 8.97 eV. As for the structure (SMILES): CCC/C(N)=C/N.

```
19
Properties=species:S:1:pos:R:3:forces:R:3
C 1.980 1.781 0.379 -0.50 0.04 0.07
C 1.014 1.075 1.328 0.36 -0.62 0.60
C 0.717 -0.398 1.011 -0.04 -0.42 0.02
C -0.227 -0.602 -0.134 -0.31 0.36 -0.30
C -1.557 -0.616 0.030 0.18 -1.02 0.37
N -2.421 -0.851 -1.079 -0.02 0.42 -0.43
N 0.347 -0.743 -1.402 0.17 0.54 -0.10
H 1.874 2.862 0.469 0.13 0.01 -0.04
H 3.009 1.510 0.615 0.00 -0.02 -0.09
H 1.773 1.513 -0.656 0.05 0.14 -0.06
H 1.453 1.070 2.329 0.14 0.13 0.04
H 0.051 1.557 1.477 -0.05 0.34 -0.44
H 0.291 -0.847 1.903 -0.25 -0.02 0.14
H 1.611 -0.997 0.823 0.28 0.26 -0.06
H -1.920 -0.765 1.047 -0.14 0.42 -0.05
H -2.676 -1.815 -1.239 0.13 -0.09 0.16
H -3.261 -0.293 -1.084 -0.01 0.04 0.15
H -0.252 -0.349 -2.119 -0.13 -0.38 -0.04
H 1.263 -0.321 -1.468 0.02 -0.13 0.05
```
Positions in Å, forces in eV/Å.